51
Properties=species:S:1:pos:R:3:forces:R:3:lowdin_charge:R:1 method="wB97M-V/def2-TZVPD" e_tot_ha=-2493.65848 de_lowest_kj_mol=0.0 gap_ha="0.171 / 0.170" homo_energy_ha="-0.3673 / -0.3661" charge=+1
O -4.9725 -1.3550 0.4385 0.1 -0.6 -0.5 -0.120
H -5.7540 -1.5383 -0.1024 0.2 0.1 0.2 0.083
Sc -0.0198 -0.6167 -0.2088 0.1 -0.9 4.3 0.995
N 1.3955 -1.5377 1.1335 -0.5 0.8 2.0 -0.260
N -0.8666 -0.4609 1.6579 1.7 -0.7 1.8 -0.251
N 1.2049 -0.7225 -1.8938 2.0 1.8 -3.1 -0.073
N -1.2956 0.0921 -1.5872 -1.6 2.4 -3.7 -0.056
O 2.5641 -1.9672 0.7423 0.6 -0.3 -0.9 -0.188
O 2.5605 -1.0778 -1.9671 -1.8 0.5 -0.6 0.033
O -2.5792 0.6452 -1.3207 1.7 -0.5 -0.7 0.014
O -1.9293 0.2643 1.7439 -0.6 0.1 -0.7 -0.141
C -0.1222 -0.7954 2.7404 -2.2 0.7 -1.1 -0.252
C 1.1287 -1.4031 2.4506 1.1 -0.5 -2.1 -0.267
C 0.6930 0.0017 -2.8969 2.8 -2.2 1.4 -0.205
C -0.6466 0.5057 -2.6943 -3.5 -0.6 2.2 -0.210
C 2.1453 -1.8239 3.4335 0.1 -0.1 0.6 -0.007
H 3.0976 -1.3056 3.2755 -0.1 -0.1 -0.1 0.095
H 2.3471 -2.8962 3.3337 0.0 0.1 0.0 0.102
H 1.8043 -1.6228 4.4485 0.1 -0.1 -0.1 0.074
C -0.6960 -0.5020 4.0689 0.1 0.1 0.4 -0.009
H -1.6960 -0.9423 4.1364 0.1 0.1 0.0 0.100
H -0.8323 0.5767 4.1953 0.0 -0.1 0.0 0.098
H -0.0703 -0.8922 4.8687 -0.1 0.1 0.0 0.074
C 1.4373 0.2584 -4.1573 0.0 0.0 -0.3 0.021
C -1.3113 1.3875 -3.6815 0.1 0.5 -0.1 0.022
H 2.2143 -0.4891 -4.2887 0.1 0.0 0.1 0.097
H 1.9079 1.2450 -4.1817 0.0 0.0 0.2 0.119
H 0.7622 0.2121 -5.0146 0.0 0.0 0.1 0.103
H -2.0702 1.9864 -3.1870 -0.1 0.0 0.0 0.096
H -1.8105 0.7884 -4.4485 0.0 -0.1 0.1 0.125
H -0.6131 2.0569 -4.1905 0.0 -0.2 0.1 0.104
H 2.7607 -1.4742 -1.0713 -0.3 -0.1 0.5 0.086
H -2.7302 0.4611 -0.3586 0.1 -0.1 0.0 0.097
C -3.9449 -2.2865 0.0618 0.0 0.2 0.2 -0.155
H -3.2179 -2.2523 0.8830 -0.1 -0.2 -0.2 0.071
H -3.4337 -1.9461 -0.8561 -0.2 -0.2 0.1 0.058
H -4.3001 -3.3316 -0.0841 0.1 0.7 0.2 0.095
O -0.1066 -2.7632 -0.7444 0.7 -0.2 -0.6 -0.045
H 0.4130 -2.6669 -1.5714 -0.6 -0.6 0.3 0.079
H 0.5681 -3.1386 -0.1391 -0.4 0.0 0.0 0.091
Cl 4.0590 2.8491 2.0013 0.1 0.1 0.0 0.745
C 2.5476 2.7838 1.1940 -0.4 -0.5 -0.1 -0.630
C 1.8407 3.9435 0.8720 -0.2 -0.3 -0.1 -0.044
C 0.6057 3.8069 0.2350 -0.1 -0.7 -0.1 -0.008
C 0.1335 2.5164 -0.0394 0.2 0.5 0.1 -0.100
N 0.8356 1.4180 0.2593 0.4 0.0 0.0 -0.013
C 2.0278 1.5247 0.8727 -0.3 0.8 -0.2 -0.105
H 2.2710 4.9097 1.1229 -0.2 -0.1 -0.1 0.124
H -0.0143 4.6455 -0.0735 0.3 0.0 0.2 0.122
H -0.8348 2.3295 -0.5113 0.3 0.4 0.2 0.108
H 2.5423 0.5997 1.1004 0.2 0.1 0.0 0.106